Entry 1:
81
Properties=species:S:1:pos:R:3:forces:R:3 method="wB97M-V/def2-TZVPD" e_tot_ha=-2424.2889 de_lowest_ev=1.922 homo_ha="-0.2634 / -0.3728" charge=+1 multiplicity=5 s2=6.0547
Rh 0.7217 -1.4118 0.8270 2.4 3.3 -5.4
C -1.0592 -1.5364 1.8787 -0.9 -0.6 1.0
C -0.7133 -2.7994 1.2887 -0.8 -1.0 1.0
C 1.0348 -2.1329 2.6801 -0.5 -0.8 1.3
C 0.0047 -1.1363 2.7424 -0.6 -0.4 1.3
C 0.5825 -3.1783 1.7944 -0.4 -1.1 1.1
C -2.3690 -0.8274 1.8344 0.0 0.2 -0.1
H -3.0468 -1.3288 1.1448 -0.1 0.1 0.0
H -2.2138 0.2056 1.5049 -0.2 -0.1 0.1
H -2.8550 -0.7867 2.8189 0.1 -0.1 -0.1
C -0.0997 -0.0465 3.7519 0.1 0.3 -0.1
H -0.4314 0.8741 3.2706 0.0 0.1 0.2
H 0.8729 0.1421 4.1988 0.0 0.1 0.1
H -0.8044 -0.2743 4.5633 0.1 -0.2 -0.2
C 2.2496 -2.1511 3.5375 0.1 0.1 0.0
H 1.9851 -2.2545 4.5987 0.1 -0.1 -0.2
H 2.7878 -1.2063 3.4141 0.1 -0.2 0.2
H 2.8936 -2.9784 3.2347 0.1 0.1 0.2
C 1.2907 -4.4763 1.5924 0.2 0.1 0.0
H 1.4188 -4.9862 2.5582 0.0 0.0 -0.3
H 2.2815 -4.2981 1.1618 -0.1 -0.2 0.1
H 0.7280 -5.1142 0.9097 0.1 -0.1 0.1
C -1.5929 -3.6554 0.4359 0.2 0.1 -0.1
H -1.4502 -4.7061 0.7079 -0.2 0.1 -0.1
H -1.3529 -3.5428 -0.6283 -0.1 -0.1 0.0
H -2.6405 -3.3845 0.5773 0.0 -0.2 0.0
C -2.0057 2.6316 -0.2939 -1.2 0.0 0.2
C -3.0618 1.8090 -0.2068 0.4 0.8 0.4
C -3.3886 0.6791 -1.1285 -0.5 -0.3 -0.5
C -3.1091 0.9226 -2.6430 -0.8 0.0 -0.2
C -1.8755 0.1744 -3.1439 1.1 -0.5 0.5
C -0.8124 -0.0663 -2.0475 0.8 -0.9 0.5
C -0.2239 1.1206 -1.2515 0.5 0.4 0.4
C -0.9236 2.4837 -1.3110 0.5 0.1 0.0
H -4.4702 0.5011 -1.0195 0.4 -0.1 -0.1
H -3.0899 1.9957 -2.8896 0.0 -0.4 0.3
H -2.8924 -0.2579 -0.8199 -0.4 0.4 0.0
H -1.2757 2.6360 -2.3321 -0.1 0.3 0.2
H -1.9318 3.4878 0.3901 0.0 -0.5 -0.2
H -3.8089 1.9569 0.5826 0.4 0.1 -0.2
H -0.1706 3.2638 -1.1347 -0.1 -0.2 0.0
H -0.1191 0.7848 -0.2004 -0.1 0.1 -0.2
H -1.1334 -0.8581 -1.3412 -0.1 0.5 -0.3
H 0.8313 1.3045 -1.5320 -0.4 0.0 -0.2
H -3.9576 0.5001 -3.1973 0.1 0.2 0.1
H -2.1845 -0.8193 -3.5143 0.0 0.1 0.3
P -0.8991 0.7956 -4.5245 -1.4 0.2 -1.1
C -1.1670 2.5583 -4.7730 0.6 0.4 -0.4
C -1.5117 0.0801 -6.0834 0.2 0.0 -0.1
P 0.7525 -0.8651 -2.7002 -1.8 -1.3 2.2
C 0.7680 0.2333 -4.2385 0.8 0.7 -0.7
C 0.3481 -2.4948 -3.3484 0.3 -0.2 -0.2
C 2.3897 -0.7914 -1.9744 1.3 0.5 -0.5
H -0.4016 3.1550 -4.2633 -0.3 0.0 -0.1
H -2.1715 2.8783 -4.4629 0.3 -0.2 0.0
H -1.0854 2.7257 -5.8579 0.1 0.1 0.4
H -1.0887 0.6968 -6.8958 -0.2 -0.4 0.2
H -2.6132 0.1257 -6.1407 0.5 0.0 0.1
H -1.1644 -0.9591 -6.2011 -0.2 0.4 0.1
H 3.1032 -0.3854 -2.7130 0.3 0.0 0.0
H 2.7097 -1.8104 -1.7002 -0.4 0.4 -0.1
H 2.4271 -0.1624 -1.0685 -0.2 -0.3 -0.5
H 1.4353 1.1066 -4.1109 -0.2 -0.4 -0.1
H 1.0915 -0.3461 -5.1228 0.0 0.3 0.4
H 1.1222 -3.2018 -3.0109 -0.4 0.2 -0.1
H 0.3542 -2.4791 -4.4502 -0.1 -0.2 0.1
H -0.6391 -2.8253 -2.9896 0.4 0.1 -0.1
Cl 0.2424 3.5695 3.1928 -0.5 0.3 -0.2
C 1.6722 3.1098 4.0116 1.3 -0.7 0.1
C 1.9970 3.6964 5.2223 0.2 -0.2 0.2
C 3.1464 3.2853 5.9291 -0.2 0.1 -0.6
C 3.9896 2.3067 5.3759 0.0 0.0 0.3
C 3.6887 1.7212 4.1621 -0.2 0.1 -0.2
C 2.5209 2.0972 3.4144 -0.1 0.2 0.8
C 2.1932 1.4146 2.2477 0.5 0.4 -0.3
H 1.3341 4.4533 5.6432 0.2 -0.2 -0.1
H 3.3882 3.7551 6.8818 -0.1 -0.2 -0.2
H 4.8850 1.9982 5.9267 -0.4 0.1 -0.3
H 4.3436 0.9501 3.7345 -0.3 0.4 0.2
H 2.8611 0.6292 1.8945 -0.3 0.2 0.0
H 1.3588 1.7200 1.6297 0.0 -0.2 0.1


Entry 2:
91
Properties=species:S:1:pos:R:3:forces:R:3 method="wB97M-V/def2-TZVPD" e_tot_ha=-2841.4246 homo_ha=-0.4014 charge=+1
C 1.4422 0.4979 -3.4666 -0.3 1.0 0.2
C 1.3518 2.0899 -3.1169 1.0 -1.4 -0.5
N -0.0602 2.3425 -2.6891 0.0 1.6 1.5
C -0.9587 2.7061 -3.8321 -1.4 -0.6 -1.2
C -2.2196 1.6807 -3.9336 0.8 0.4 0.1
C -0.1150 3.3641 -1.6062 1.2 1.9 -1.0
S 0.4893 4.9170 -1.9331 -1.0 -2.2 1.0
S -0.8142 2.8841 0.0464 0.7 0.2 -1.4
C -0.3960 4.1636 1.3165 0.1 1.7 0.5
C 0.3244 3.5974 2.6424 -0.8 -0.1 0.2
C 0.3051 1.9881 2.7794 -0.2 1.5 2.2
N 1.3087 1.2748 1.9398 2.9 -0.5 -1.3
C 2.6721 1.7884 2.0079 0.7 -2.6 -2.2
C 3.8613 1.1527 1.1899 -0.9 0.0 0.2
C 5.3152 1.7328 1.3178 0.6 -2.6 -2.5
C 6.4808 1.1188 0.4776 -3.6 -0.3 1.4
C 7.9286 1.7561 0.6735 -0.4 0.8 -2.5
C 8.3751 2.5050 -0.8174 -2.9 1.8 -0.9
C 7.0744 3.1476 -1.6733 4.5 2.3 2.7
O 8.1766 4.0030 -0.8753 0.2 -4.4 -0.1
C 6.1413 -0.0937 -0.4741 -3.1 0.6 1.4
C 4.7033 -0.6667 -0.5930 1.4 2.4 1.7
C 3.5422 -0.0586 0.2620 -0.1 0.9 0.7
C 2.0559 -0.5737 0.2651 0.0 1.9 1.4
C 1.7490 -1.8530 -0.6798 0.6 1.4 0.5
C 0.9418 0.1220 1.1379 3.5 -1.1 -1.9
C -0.5047 -0.5336 1.0398 0.2 -0.4 -0.4
C -0.4936 -2.0176 1.7113 -0.1 0.0 0.1
C -1.5490 -3.0200 1.0536 0.0 -1.7 0.0
F -1.0784 -4.3569 1.3311 -1.3 3.1 -0.7
F -1.6534 -2.9335 -0.3592 0.1 0.0 3.3
F -2.8603 -2.9406 1.6086 3.0 0.0 -1.5
H 2.5440 0.1803 -3.5228 -1.7 0.3 -0.1
H 0.8853 -0.0531 -2.6313 0.9 0.7 -1.2
H 0.8674 0.3007 -4.4423 1.1 0.2 1.4
H 2.1233 2.3184 -2.2947 -1.4 -0.2 -1.1
H 1.6446 2.6974 -4.0579 -0.5 -0.8 1.6
H -0.3796 2.6069 -4.8161 -0.6 0.2 1.5
H -1.3641 3.7774 -3.7852 0.8 -1.6 0.2
H -1.9664 0.8158 -4.6589 -0.5 1.4 1.2
H -3.1052 2.2952 -4.3074 1.1 -1.2 0.6
H -2.4130 1.2427 -2.8873 0.1 0.8 -1.7
H -1.3986 4.6533 1.6282 1.7 -0.9 -0.6
H 0.2728 5.0154 0.9062 -1.3 -1.6 0.2
H -0.3010 3.9875 3.5380 1.1 -0.8 -1.4
H 1.3566 4.0692 2.7597 -1.4 -0.9 -0.2
H 0.5816 1.7648 3.8838 -0.5 0.2 -1.8
H -0.7757 1.6611 2.6541 1.7 0.0 -0.3
H 2.9625 2.6802 2.6672 -1.1 -1.6 -1.0
H 5.5340 2.6084 2.0325 -0.4 -1.6 -1.3
H 7.8419 2.6059 1.4320 0.3 -1.4 -1.0
H 8.7589 1.0073 0.8958 -1.4 0.9 0.0
H 9.2607 1.9985 -1.4524 -2.1 1.5 1.6
H 7.3723 3.5585 -2.6947 -1.4 -1.3 1.1
H 6.1974 3.4826 -1.0302 0.6 -1.2 -1.7
H 6.9973 -0.5597 -1.0802 -1.6 0.8 1.0
H 4.4265 -1.5384 -1.2951 0.9 1.6 1.3
H 2.2174 -2.7573 -0.1605 -0.9 1.1 -0.8
H 2.3143 -1.6434 -1.6616 -1.0 -0.5 1.5
H 0.6329 -1.9794 -0.9065 1.8 0.0 0.4
H -1.3635 0.0723 1.4725 1.4 -0.6 -0.5
H -0.7341 -0.6385 -0.0917 0.4 0.3 1.9
H 0.5438 -2.5217 1.6428 -1.8 0.8 -0.2
H -0.7307 -1.9623 2.8343 0.2 -0.1 -1.7
O -3.0943 -8.9771 3.5534 0.1 0.4 -0.1
C -3.2049 -7.7688 3.4427 -0.2 -0.6 0.2
N -4.3084 -7.1198 3.9042 -0.2 0.1 0.1
C -2.1545 -6.9052 2.8000 0.0 0.3 0.0
H -4.4428 -6.1255 3.8344 0.1 -0.2 0.0
H -5.0278 -7.6776 4.3395 0.1 0.1 -0.1
H -2.0094 -7.2295 1.7679 0.1 0.0 0.1
H -1.2190 -7.0120 3.3523 -0.1 -0.1 -0.1
H -2.4405 -5.8517 2.7981 0.1 -0.1 0.0
O -3.5726 4.0194 -2.2584 0.0 0.3 0.2
C -3.8302 4.9184 -1.4736 0.0 -0.3 -0.1
N -4.3668 4.6491 -0.2523 0.0 -0.2 0.3
C -3.5835 6.3695 -1.7789 0.0 0.2 0.2
H -4.5956 5.3560 0.4259 0.0 0.0 -0.2
H -4.5418 3.6821 -0.0242 0.0 0.1 -0.1
H -4.1586 6.6500 -2.6631 0.2 0.0 0.0
H -2.5191 6.5166 -1.9724 -0.1 0.0 -0.1
H -3.8802 7.0155 -0.9500 0.0 0.0 -0.1
O -8.3076 -6.3722 0.9988 0.4 0.0 -0.1
C -7.1510 -6.1724 0.6726 -0.5 -0.1 0.2
N -6.4870 -5.0593 1.0923 0.2 0.4 0.2
C -6.3706 -7.1143 -0.2020 0.3 0.0 -0.1
H -5.5331 -4.8517 0.8492 -0.2 -0.1 0.0
H -6.9901 -4.4122 1.6803 0.0 -0.1 -0.1
H -6.8783 -7.2106 -1.1633 0.0 -0.1 0.1
H -6.3182 -8.0903 0.2838 -0.1 0.1 -0.1
H -5.3537 -6.7570 -0.3784 -0.1 -0.1 0.0


Entry 3:
88
Properties=species:S:1:pos:R:3:forces:R:3 method="wB97M-V/def2-TZVPD" e_tot_ha=-4321.1346 homo_ha=-0.3349 charge=0
C 2.6640 4.4948 -1.3598 0.8 0.1 0.5
C 2.3250 2.9441 -0.8963 1.1 0.3 0.2
C 2.7117 1.9046 -2.1048 0.4 0.7 -0.2
C 1.7380 1.9844 -3.4242 -0.4 -0.9 0.5
C 0.1891 1.9474 -2.8865 -0.5 1.1 -0.7
C -0.9251 1.5126 -4.0080 0.3 -1.2 0.0
C -2.4191 1.3001 -3.3433 0.0 0.4 -1.0
C -2.9210 2.5356 -2.3879 -0.5 -0.8 0.3
C -4.1223 1.9656 -1.3734 0.3 0.9 -0.4
C -3.6824 2.1031 0.2191 -1.3 -0.3 0.4
C -3.3010 0.6696 0.9298 0.4 0.0 -0.3
C -1.7679 0.1501 0.6072 0.4 -0.6 0.5
C -1.1446 -0.8298 1.8019 -0.4 0.5 -0.2
C 0.4960 -0.7726 1.7039 -0.8 -0.2 0.5
B 1.2472 -2.1585 2.1936 0.1 -0.2 0.4
O 0.5017 -3.3623 2.7063 5.0 0.3 -0.4
B 1.6036 -4.3745 2.8538 -0.8 0.9 -2.6
Br 2.0963 -5.3058 4.5589 -0.3 0.9 -1.8
O 2.3773 -4.6291 1.5871 0.3 3.2 3.5
B 3.2464 -3.4024 1.5022 -0.6 -0.4 0.6
C 4.7060 -3.4850 0.7433 -0.1 0.6 -0.4
C 5.6196 -2.1548 1.0407 -0.2 -0.1 0.0
C 6.0626 -1.9547 2.6085 0.4 0.7 0.2
C 5.5639 -0.4977 3.2499 0.9 -0.1 0.1
O 4.6768 -0.7298 4.4200 2.0 -1.2 -0.5
O 2.7473 -2.1788 2.1598 -2.2 -2.9 -1.7
H 2.0930 5.3141 -0.7385 1.0 -1.7 -1.2
H 2.5120 4.6988 -2.5021 0.1 -0.5 2.2
H 3.8183 4.6592 -1.1217 -2.4 -0.3 -0.7
H 3.0824 2.7102 -0.0038 -1.7 0.4 -1.8
H 1.2514 2.8099 -0.4485 2.0 0.3 -1.2
H 2.7380 0.8150 -1.6507 -0.1 2.1 -1.1
H 3.8022 2.2115 -2.4709 -2.1 -0.9 0.9
H 1.9046 2.9304 -4.1027 -0.2 -1.7 1.6
H 1.9999 1.0477 -4.1135 -0.7 1.9 1.5
H -0.0834 3.0621 -2.5585 0.7 -2.4 -0.5
H 0.0606 1.2721 -1.9370 0.4 1.1 -1.8
H -0.9512 2.2247 -4.9615 0.1 -1.2 2.3
H -0.6068 0.4442 -4.4328 -0.6 2.2 0.8
H -3.1767 1.2597 -4.2642 1.5 -0.1 2.0
H -2.4884 0.2363 -2.8109 0.3 2.4 -0.9
H -3.3270 3.3961 -3.0846 1.0 -2.0 1.8
H -2.1035 2.9805 -1.6786 -1.3 -1.0 -1.6
H -5.0652 2.6539 -1.6186 1.9 -1.7 0.8
H -4.3895 0.8310 -1.6113 0.6 2.5 0.4
H -4.6587 2.5005 0.7775 2.2 -0.8 -1.0
H -2.8254 2.8776 0.4100 -1.6 -1.4 -0.6
H -3.3801 0.7789 2.1135 0.0 -0.3 -2.6
H -4.0829 -0.1264 0.5199 1.6 1.6 1.2
H -1.7045 -0.4990 -0.3851 -0.2 1.6 1.9
H -1.0057 1.0527 0.5214 -1.7 -1.6 0.1
H -1.4861 -0.4244 2.8522 0.7 -0.8 -2.0
H -1.5875 -1.9208 1.7018 1.1 2.2 0.1
H 0.8696 0.0857 2.4368 -0.6 -1.6 -1.8
H 0.7597 -0.5284 0.5788 -0.2 -0.4 2.3
H 5.2571 -4.4809 1.0233 -1.0 1.9 -0.6
H 4.4733 -3.4835 -0.4254 0.5 -0.2 2.4
H 6.5986 -2.2164 0.3882 -2.1 0.3 1.2
H 4.9652 -1.2202 0.7242 1.5 -1.9 0.5
H 5.6745 -2.8025 3.3355 0.6 1.6 -1.6
H 7.2373 -1.9716 2.6613 -2.3 -0.1 -0.1
H 5.0334 0.1763 2.4381 0.7 -1.6 1.9
H 6.5025 0.1299 3.6319 -1.8 -1.4 -0.9
H 5.1526 -1.4486 4.9665 -1.1 1.8 -1.3
F -4.0508 -8.3694 7.9120 -0.2 -0.1 0.1
C -3.0224 -7.7112 7.3609 0.8 0.5 -0.4
C -3.2123 -7.0193 6.1698 -0.1 0.0 0.0
C -2.1430 -6.3296 5.5982 0.2 -0.2 0.4
C -0.8917 -6.3488 6.2192 -0.1 0.0 0.0
C -0.7099 -7.0505 7.4119 -0.4 0.1 -0.3
C -1.7820 -7.7306 7.9889 0.0 -0.1 0.0
H -4.1892 -7.0225 5.6974 0.1 0.0 0.1
H -2.2831 -5.7792 4.6712 0.0 -0.1 0.2
H -0.0569 -5.8145 5.7707 -0.4 -0.2 0.2
H 0.2660 -7.0673 7.8913 -0.2 0.0 0.0
H -1.6606 -8.2736 8.9203 -0.1 0.0 -0.1
F -4.4102 4.0658 -4.5131 -0.4 0.0 -0.1
C -3.8519 4.7280 -5.5350 0.5 0.6 -1.0
C -3.9255 4.1953 -6.8174 0.0 -0.1 0.1
C -3.3487 4.8870 -7.8825 0.1 0.3 0.4
C -2.6946 6.0996 -7.6513 0.0 -0.1 0.0
C -2.6217 6.6236 -6.3598 -0.2 -0.4 -0.2
C -3.2082 5.9372 -5.2968 0.0 -0.1 0.1
H -4.4304 3.2481 -6.9766 0.0 0.1 0.1
H -3.4076 4.4829 -8.8901 0.0 0.0 0.2
H -2.2410 6.6366 -8.4817 -0.1 -0.1 0.2
H -2.1085 7.5655 -6.1817 -0.1 -0.2 0.0
H -3.1687 6.3344 -4.2879 0.0 -0.1 -0.1